(1)
Formula: C18H51Cl6O20P5
Source: OMol25
Level of theory: wB97M-V/def2-TZVPD

Geometry as XYZ:
```
100
Properties=species:S:1:pos:R:3:forces:R:3
C -2.221 7.107 -5.291 0.660 0.189 0.399
O -1.934 6.349 -6.497 0.378 -0.657 0.604
P -1.710 4.744 -6.418 -0.171 1.384 1.840
O -1.163 4.111 -7.595 0.227 0.024 -0.715
O -0.810 4.584 -5.052 -0.665 3.077 -2.776
C -0.874 3.369 -4.455 -1.286 -2.238 1.091
O -3.146 4.190 -5.968 1.359 -0.188 0.772
C -4.312 4.425 -6.724 -0.319 0.440 0.034
H -3.235 7.505 -5.278 -0.057 -0.448 -0.166
H -1.550 7.959 -5.180 0.123 0.130 -0.857
H -1.957 6.572 -4.379 -0.582 -0.552 -0.168
H -1.385 3.496 -3.501 0.322 -0.176 0.400
H 0.097 2.889 -4.333 -0.074 0.065 -0.141
H -1.585 2.786 -5.041 0.474 -1.001 0.245
H -4.453 3.657 -7.484 0.025 0.104 0.005
H -4.235 5.423 -7.157 -0.280 -0.061 -0.303
H -5.123 4.420 -5.996 -0.134 -0.098 -0.258
C 6.903 7.178 1.796 -0.380 -0.492 0.171
O 5.538 6.684 2.058 0.984 0.600 0.250
P 5.254 5.619 3.217 2.630 -3.177 -1.009
O 6.359 4.561 3.326 -2.670 2.934 0.300
O 4.873 6.427 4.536 2.084 -1.919 -0.767
C 3.895 7.388 4.418 -1.946 0.837 0.394
O 3.855 5.055 2.721 -0.458 0.268 -0.222
C 3.575 4.390 1.466 -0.087 -0.877 0.161
H 6.967 8.254 1.958 -0.399 -0.056 -0.117
H 7.140 6.916 0.765 -0.095 0.154 0.083
H 7.645 6.710 2.444 -0.255 -0.240 0.062
H 3.721 7.651 3.375 0.037 0.450 0.159
H 4.145 8.230 5.064 0.116 0.134 -0.341
H 2.982 6.942 4.813 -0.283 0.209 -0.076
H 3.496 3.317 1.638 0.467 -0.054 0.300
H 4.303 4.541 0.668 0.157 0.393 0.343
H 2.576 4.613 1.093 0.103 0.826 0.300
C -1.615 -5.787 -3.712 2.119 1.376 -0.221
O -2.772 -6.080 -3.041 -3.664 -2.155 0.937
P -3.898 -7.083 -3.696 0.306 1.499 -2.707
O -3.978 -6.780 -5.224 -0.311 -1.594 4.848
O -5.289 -6.773 -2.831 1.783 -0.453 -3.563
C -5.419 -7.230 -1.530 0.631 0.710 1.742
O -3.402 -8.589 -3.216 -1.289 0.546 -1.897
C -3.945 -9.742 -4.042 -0.137 0.393 1.354
H -1.657 -5.986 -4.782 0.128 -0.190 0.175
H -0.756 -6.187 -3.173 0.036 -0.936 -0.414
H -1.410 -4.730 -3.538 -0.391 0.375 -0.485
H -6.405 -7.021 -1.114 -0.258 -0.216 -0.619
H -4.769 -6.538 -0.994 0.305 -0.633 0.907
H -5.153 -8.280 -1.411 0.037 0.105 0.089
H -4.296 -9.446 -5.031 0.511 0.200 0.074
H -4.788 -10.178 -3.504 -0.228 0.398 0.140
H -3.219 -10.555 -4.025 0.424 0.584 -0.347
C 8.593 -0.056 -0.489 0.389 -0.701 1.421
O 8.269 -0.735 -1.681 -1.099 -1.759 -1.036
P 7.183 -1.912 -1.983 -1.172 0.380 0.352
O 5.738 -1.538 -1.732 3.006 -0.745 -1.066
O 7.604 -2.348 -3.507 -0.724 0.241 1.440
C 8.883 -2.909 -3.868 0.536 0.816 0.436
O 7.627 -3.194 -1.090 0.608 0.279 -0.528
C 6.896 -4.446 -1.248 -0.541 0.802 0.423
H 8.263 -0.543 0.429 -0.778 -0.285 -0.185
H 8.219 0.967 -0.451 0.270 -0.072 -0.438
H 9.667 -0.185 -0.355 0.177 0.816 -0.402
H 9.541 -3.074 -3.015 -0.315 -0.145 0.295
H 9.404 -2.152 -4.455 -0.153 -0.144 -0.300
H 8.796 -3.844 -4.421 -0.448 0.186 0.015
H 7.388 -5.295 -0.773 0.623 0.468 -0.045
H 6.731 -4.667 -2.303 -0.125 0.068 0.068
H 5.971 -4.295 -0.692 -0.280 -0.199 -0.434
C -6.221 1.608 9.433 -0.235 -1.641 2.751
O -5.458 2.538 8.788 2.868 1.683 -3.211
P -4.050 2.187 7.952 -0.831 -1.613 0.766
O -2.984 1.596 8.841 -1.711 1.261 -1.770
O -4.620 1.118 6.827 0.685 2.664 0.609
C -4.731 -0.293 7.099 1.132 1.487 -0.290
O -3.716 3.549 7.104 -1.129 -1.982 1.384
C -2.607 3.531 6.188 0.167 0.153 -0.237
H -6.450 0.611 9.056 -0.229 0.427 -1.519
H -7.126 2.091 9.803 0.002 -0.045 -0.275
H -5.662 1.262 10.302 0.046 0.325 0.669
H -5.628 -0.559 6.540 0.038 -0.596 0.633
H -4.687 -0.358 8.186 -0.412 -1.030 -0.211
H -3.819 -0.677 6.642 -0.271 -0.801 0.216
H -2.043 2.601 6.250 0.103 0.151 0.122
H -1.991 4.404 6.403 0.112 -0.255 0.254
H -2.959 3.661 5.164 -0.332 -0.191 0.107
Cl 0.553 -7.742 1.511 0.345 -0.329 -0.727
C -0.870 -7.923 2.535 0.338 -0.491 -0.507
Cl -0.935 -6.482 3.506 -0.601 0.208 0.743
H -1.756 -8.029 1.908 0.132 0.222 0.132
H -0.701 -8.844 3.093 -0.215 0.405 0.340
Cl -0.356 -1.013 2.171 0.466 -0.291 -0.693
C 0.099 -1.650 0.530 -0.733 0.409 0.521
Cl -1.168 -1.138 -0.638 0.585 -0.352 0.226
H 1.057 -1.232 0.223 -0.265 -0.046 0.144
H 0.116 -2.736 0.620 -0.046 0.270 -0.205
Cl -7.458 1.091 -2.014 0.081 0.358 -0.263
C -7.297 -0.574 -1.583 -0.433 -1.782 -0.050
Cl -8.080 -1.752 -2.747 0.173 0.699 0.302
H -6.269 -0.937 -1.562 -0.084 0.576 0.134
H -7.817 -0.756 -0.642 0.271 0.149 -0.123
```
Forces are in eV/Å.

Output
- Orbital gap: 10.570 eV
- LUMO energy: 0.20 eV
- Molar mass: 955.17 g/mol
- E_HOMO: -10.37 eV
- Largest force on an atom: 0.0994 hartree/bohr
- Total charge: 0
- ΔE to the lowest compared entry with this formula, charge and spin: 94.1 kcal per mole
- SMILES: COP(=O)(OC)OC.COP(=O)(OC)OC.COP(=O)(OC)OC.COP(=O)(OC)OC.COP(=O)(OC)OC.ClCCl.ClCCl.ClCCl

=====

(2)
Formula: C18H51N3O9
Source: OMol25
Level of theory: wB97M-V/def2-TZVPD

Geometry as XYZ:
```
81
Properties=species:S:1:pos:R:3:forces:R:3
C 13.347 -12.020 5.616 0.519 -0.577 0.654
O 14.054 -12.394 6.849 -0.569 0.920 -1.098
C 14.790 -11.260 7.309 0.519 0.206 -0.064
C 15.618 -11.687 8.566 -2.229 -0.548 0.078
N 14.960 -11.255 9.856 1.282 0.874 -0.751
C 15.062 -9.743 9.981 0.359 -1.288 -0.139
C 14.005 -9.256 10.908 -0.403 -0.721 1.808
O 14.280 -9.877 12.194 -0.488 0.440 -0.575
C 13.165 -9.736 13.060 0.063 0.029 0.012
H 14.044 -11.494 4.926 -0.410 -0.475 0.293
H 12.485 -11.404 5.846 0.116 0.324 0.121
H 12.942 -12.942 5.185 0.422 0.092 -0.069
H 14.119 -10.390 7.505 0.096 -0.702 0.171
H 15.415 -10.897 6.449 -0.003 -0.398 0.766
H 16.646 -11.363 8.528 0.444 0.086 -0.219
H 15.524 -12.798 8.582 0.569 0.676 -0.122
H 15.569 -11.695 10.569 -0.789 0.572 -0.191
H 14.944 -9.322 8.981 -0.028 0.112 0.173
H 16.046 -9.452 10.369 -0.040 0.036 -0.119
H 13.007 -9.614 10.620 0.127 0.195 -0.361
H 13.967 -8.180 11.100 0.137 0.180 -0.510
H 13.036 -8.680 13.421 0.099 -0.815 -0.256
H 13.344 -10.424 13.886 -0.018 0.291 0.173
H 12.241 -10.080 12.562 0.162 0.247 0.105
C 10.299 -16.807 11.147 0.349 -0.287 1.666
O 10.915 -17.719 10.286 -0.044 -0.153 -0.555
C 11.511 -18.868 10.891 -0.801 -0.377 -1.964
C 11.750 -19.866 9.705 0.040 -1.530 1.030
N 10.502 -20.414 9.134 0.145 4.315 -0.320
C 10.115 -19.600 7.921 1.076 -1.197 0.973
C 8.739 -19.966 7.575 -1.988 0.071 1.062
O 8.741 -21.268 7.031 0.523 -0.031 -0.287
C 7.534 -21.970 6.899 -0.025 -0.345 -1.293
H 9.384 -17.260 11.592 0.481 0.240 0.015
H 9.987 -15.904 10.626 0.266 -0.066 -0.214
H 11.037 -16.536 11.963 -0.963 0.008 -0.610
H 10.839 -19.363 11.628 0.419 0.485 -0.275
H 12.475 -18.570 11.286 0.227 -0.097 0.550
H 12.301 -20.718 10.174 -0.064 0.575 -0.482
H 12.390 -19.401 8.918 -0.308 -0.223 0.580
H 10.373 -21.356 8.910 0.682 -1.659 -0.112
H 10.727 -19.928 7.077 0.357 0.336 -0.201
H 10.254 -18.527 8.098 -0.147 -0.436 0.158
H 8.250 -19.181 7.012 -0.131 -0.091 -1.155
H 8.151 -19.960 8.504 0.021 -0.198 0.141
H 7.799 -22.956 6.442 -0.217 0.785 0.421
H 6.846 -21.462 6.187 0.219 -0.159 0.431
H 7.020 -22.157 7.835 -0.075 0.146 0.408
C 11.098 -9.400 7.811 0.226 -0.365 -0.104
O 11.282 -10.800 7.562 -0.239 1.000 1.232
C 11.427 -11.550 8.774 -1.176 -0.917 -0.245
C 10.792 -12.913 8.471 -0.659 0.647 1.260
N 9.349 -12.787 8.231 0.341 -1.118 -0.183
C 8.798 -13.957 7.508 0.263 0.766 0.454
C 7.304 -13.721 7.273 1.225 0.117 0.229
O 7.121 -12.579 6.451 -1.496 0.076 0.330
C 5.720 -12.151 6.496 1.107 0.774 -1.063
H 12.049 -8.936 8.029 0.437 0.185 0.484
H 10.352 -9.095 8.580 0.382 -0.749 -0.307
H 10.803 -8.982 6.878 -0.471 0.347 -0.788
H 10.882 -11.048 9.585 -0.031 -0.123 -0.093
H 12.445 -11.723 9.111 0.458 0.372 -0.361
H 10.962 -13.573 9.338 -0.027 0.072 -0.313
H 11.282 -13.308 7.606 0.647 -0.481 -0.728
H 9.215 -12.028 7.601 -0.069 0.958 -0.422
H 8.925 -14.811 8.180 -0.161 -0.182 -0.193
H 9.349 -14.189 6.550 -0.506 0.258 0.630
H 6.823 -13.509 8.227 -0.010 -0.298 0.240
H 6.943 -14.654 6.856 -0.718 -0.108 -0.442
H 5.295 -12.110 7.522 0.475 0.051 -0.535
H 5.129 -12.810 5.864 -0.170 -0.288 0.177
H 5.685 -11.149 5.974 0.086 -0.940 0.908
O 10.992 -13.230 12.480 0.058 -0.085 0.766
H 11.790 -13.076 11.949 0.059 -0.508 0.249
H 11.299 -13.598 13.337 -0.120 0.398 -1.024
O 13.847 -15.001 8.549 -0.033 -0.077 0.124
H 13.646 -14.488 7.757 0.059 0.250 0.034
H 13.053 -15.510 8.743 -0.084 -0.149 -0.109
O 13.581 -13.598 11.063 -0.156 -0.147 -0.981
H 13.707 -14.111 10.207 -0.126 0.969 1.091
H 13.577 -12.652 10.803 0.450 -0.575 -0.162
```
Forces are in eV/Å.

Output
- Orbital gap: 9.191 eV
- LUMO energy: 0.75 eV
- Molar mass: 453.62 g/mol
- E_HOMO: -8.44 eV
- Largest force on an atom: 0.0842 hartree/bohr
- Total charge: 0
- ΔE to the lowest compared entry with this formula, charge and spin: 35.6 kcal per mole
- SMILES: COCCNCCOC.COCCNCCOC.COCCNCCOC.O.O.O

=====

(3)
Formula: C18H51NO10
Source: OMol25
Level of theory: wB97M-V/def2-TZVPD

Geometry as XYZ:
```
80
Properties=species:S:1:pos:R:3:forces:R:3
C -2.517 4.232 -2.755 -2.507 2.032 -0.033
O -2.480 3.874 -1.446 1.938 -2.863 1.602
C -1.324 3.060 -1.333 0.553 -0.006 1.486
C -0.727 3.275 0.016 -3.631 1.886 1.923
N 0.643 2.974 0.079 1.854 1.662 -0.009
C 1.223 3.023 1.423 0.823 -1.673 -2.511
C 2.690 2.694 1.295 -1.701 0.965 -5.512
O 3.329 2.330 2.335 3.238 -2.326 7.744
C 3.250 3.196 3.508 -0.996 -1.218 0.845
H -2.448 3.438 -3.479 -1.081 -0.454 -0.250
H -1.684 4.813 -2.934 2.048 1.707 -0.774
H -3.359 4.933 -2.602 -0.272 -0.374 -2.163
H -0.541 3.227 -2.056 0.047 0.745 -0.827
H -1.487 2.013 -1.358 -0.942 -1.164 -0.707
H -1.392 2.640 0.683 1.335 0.739 -0.165
H -1.015 4.368 0.287 0.749 -1.433 -0.094
H 1.111 3.782 -0.328 -0.053 -0.188 -0.884
H 0.621 2.359 1.913 -0.895 -2.102 2.100
H 1.185 3.919 1.891 -0.838 3.252 1.265
H 3.264 3.556 0.974 -0.467 1.071 -1.261
H 2.817 1.916 0.500 -0.113 0.433 0.604
H 3.564 4.212 3.293 0.135 0.136 -0.192
H 3.820 2.766 4.381 -0.099 0.274 -1.429
H 2.196 3.190 3.909 0.780 0.283 -0.602
O 0.675 0.120 -4.799 1.047 0.019 1.214
C 0.436 0.438 -3.365 -1.948 -1.177 -1.976
C 1.615 0.703 -2.595 4.040 -0.263 0.632
O 1.381 0.785 -1.204 -0.171 -0.479 -0.370
H 1.351 -0.619 -4.830 -1.199 1.277 0.231
H -0.211 1.328 -3.237 -0.324 -0.943 -0.772
H 0.042 -0.512 -2.981 -0.708 0.665 0.405
H 2.176 1.614 -2.896 -0.267 -0.447 -0.240
H 2.280 -0.192 -2.738 -0.093 0.905 0.095
H 1.096 1.693 -0.969 -0.069 -0.108 0.582
O -5.261 -0.752 -1.660 -0.783 1.701 0.281
C -4.178 0.172 -1.878 -0.646 -0.446 3.056
C -4.072 0.303 -3.305 -0.103 0.746 -2.374
O -2.924 1.048 -3.547 1.704 0.600 -0.032
H -4.925 -1.594 -1.407 0.525 -0.780 0.314
H -4.177 1.131 -1.273 -1.265 -0.605 -0.994
H -3.313 -0.217 -1.391 1.202 -0.858 -0.326
H -4.909 0.847 -3.738 -0.563 -0.103 0.201
H -4.063 -0.679 -3.787 0.217 -0.094 0.070
H -2.864 1.415 -4.429 -0.273 -0.250 -0.236
C -1.196 0.016 0.754 0.374 1.294 -3.831
C -0.933 -1.249 1.426 -5.153 1.409 3.327
O -0.740 -0.896 2.829 -1.449 -1.676 -0.530
H -0.994 -0.099 -0.388 -1.517 -0.108 1.346
H -0.339 0.649 0.812 0.810 0.706 1.053
H -2.087 0.619 1.054 0.509 -0.962 -0.391
H -0.117 -1.711 1.131 3.860 -2.383 -1.961
H -1.843 -1.928 1.321 1.200 0.708 0.459
H 0.025 -0.342 2.787 0.983 0.866 0.545
C 2.224 -1.890 3.787 1.982 -0.787 3.331
C 2.501 -0.695 2.955 0.897 -1.664 -0.814
O 1.672 0.359 3.189 -2.869 0.297 0.804
H 2.577 -1.872 4.897 -0.543 0.731 -1.643
H 2.763 -2.778 3.474 -0.033 -0.071 -0.705
H 1.208 -2.112 3.856 -1.777 -0.427 -0.215
H 2.397 -1.074 1.921 0.323 0.503 -0.115
H 3.461 -0.289 3.153 1.543 -0.365 -0.332
H 2.196 1.126 3.071 0.661 1.311 -0.360
C -1.282 -4.843 0.912 1.131 -1.646 -2.272
C -1.416 -5.211 2.313 -0.782 0.793 2.534
O -0.823 -4.290 3.211 1.902 -0.009 0.642
H -2.113 -5.291 0.367 0.278 -0.788 -0.334
H -0.249 -5.205 0.475 -2.096 1.132 0.638
H -1.542 -3.831 0.731 0.661 1.227 -0.021
H -0.999 -6.179 2.557 0.098 -0.222 -0.041
H -2.421 -5.154 2.721 -0.888 -0.876 -0.924
H -1.111 -3.392 3.057 -0.207 0.332 -0.210
C 1.995 -4.128 -1.622 0.057 -1.320 -0.962
C 2.148 -2.952 -0.767 1.793 0.075 2.062
O 1.354 -1.956 -1.226 -2.040 2.605 -0.325
H 2.802 -4.813 -1.496 0.703 -0.737 0.787
H 2.211 -3.847 -2.654 -0.957 0.121 -0.257
H 1.073 -4.708 -1.438 0.206 0.575 -0.548
H 3.171 -2.543 -0.849 0.226 -0.708 0.418
H 1.940 -3.218 0.312 0.225 0.258 -0.733
H 1.570 -1.074 -0.830 -0.342 -0.937 -0.336
```
Forces are in eV/Å.

Output
- Orbital gap: 10.145 eV
- LUMO energy: 0.48 eV
- Molar mass: 441.60 g/mol
- E_HOMO: -9.66 eV
- Largest force on an atom: 0.1694 hartree/bohr
- Total charge: 0
- ΔE to the lowest compared entry with this formula, charge and spin: 45.5 kcal per mole
- SMILES: COCCNCCOC.OCCO.OCCO.CCO.CCO.CCO.CCO